Formula: C5H7NO
Source: the Open Molecules 2025 dataset
Level of theory: wB97M-V/def2-TZVPD

Atoms and positions in Å:
H  -1.691  -1.580  0.014
H  1.170  0.317  2.089
H  0.510  1.920  1.723
C  0.530  0.866  1.388
O  -1.401  -1.581  -0.909
H  0.983  -1.315  0.361
H  -1.172  1.599  -0.692
C  -0.486  -0.547  -1.077
C  -0.921  0.505  1.215
H  1.761  -0.837  -1.174
C  -0.629  0.756  -0.249
H  -0.460  -0.306  -2.143
C  0.939  -0.618  -0.489
N  0.868  0.819  -0.057

Atomic forces in eV per Å
H -0.01 -0.07 -0.13
H -0.12 0.05 -0.04
H -0.06 -0.08 -0.02
C -0.01 -0.17 0.24
O -0.07 -0.01 0.26
H 0.04 0.11 -0.12
H 0.06 -0.10 0.02
C 0.20 0.12 -0.16
C 0.31 0.23 -0.21
H -0.15 0.06 0.05
C -0.36 0.10 -0.02
H 0.00 -0.03 0.16
C 0.13 -0.30 -0.09
N 0.05 0.08 0.04

Values from the calculation:
Kohn-Sham gap in eV: 7.8
E_HOMO in eV: -8.530
Multiplicity: 1
Max |F| in eV/A: 0.4
Relative energy (zero: lowest compared OMol25 entry of this formula, charge and spin) in eV: 6.092

---

Formula: C5H7NO
Source: the Open Molecules 2025 dataset
Level of theory: wB97M-V/def2-TZVPD

Atoms and positions in Å:
H  -0.736  -0.696  0.996
H  -1.033  -0.598  -2.098
C  -0.699  -0.262  -1.116
O  1.817  -1.716  1.534
H  1.126  2.323  0.053
C  -1.001  -1.166  0.041
C  1.532  -0.607  1.254
H  -0.320  1.820  0.911
C  0.499  1.458  0.276
C  -0.051  0.895  -1.019
H  -0.459  -2.112  -0.070
H  -2.065  -1.408  0.072
H  0.086  1.513  -1.905
N  1.304  0.556  1.070

Atomic forces in eV per Å
H -0.27 -0.31 -0.26
H 0.02 0.11 0.14
C 0.08 0.16 0.00
O -0.09 0.72 -0.21
H -0.09 -0.05 0.04
C -0.10 -0.04 0.00
C 0.13 0.03 0.09
H 0.12 -0.04 -0.07
C -0.06 0.14 -0.04
C -0.06 -0.19 -0.03
H -0.09 0.13 0.17
H 0.02 0.00 -0.06
H 0.06 -0.13 0.13
N 0.33 -0.55 0.09

Values from the calculation:
Kohn-Sham gap in eV: 10.6
E_HOMO in eV: -9.689
Multiplicity: 1
Max |F| in eV/A: 0.8
Relative energy (zero: lowest compared OMol25 entry of this formula, charge and spin) in eV: 0.927
SMILES string: C/C=C\CN=C=O

---

Formula: C5H7NO
Source: the Open Molecules 2025 dataset
Level of theory: wB97M-V/def2-TZVPD

Atoms and positions in Å:
H  -1.769  1.245  -1.831
H  1.698  -0.845  1.766
H  0.048  -1.479  1.781
O  -1.923  1.036  0.842
H  -0.251  -0.381  -2.859
H  0.406  0.078  2.571
N  -0.980  0.932  -1.295
H  1.027  1.084  0.413
C  -0.164  -0.088  -1.817
C  0.636  -0.560  1.714
C  -1.005  0.778  0.104
C  0.616  -0.576  -0.858
C  0.379  0.187  0.415
H  1.282  -1.408  -0.945

Atomic forces in eV per Å
H -0.35 0.04 0.31
H -0.32 0.14 -0.02
H -0.04 0.14 0.01
O 0.47 0.21 -0.31
H 0.03 0.09 0.23
H 0.00 -0.16 -0.05
N -0.26 -0.10 -0.09
H -0.08 -0.15 -0.10
C 0.26 -0.05 0.08
C -0.14 0.01 0.02
C -0.20 0.12 0.28
C 0.26 -0.06 -0.22
C 0.01 -0.09 -0.04
H 0.37 -0.13 -0.11

Values from the calculation:
Kohn-Sham gap in eV: 9.6
E_HOMO in eV: -8.680
Multiplicity: 1
Max |F| in eV/A: 0.6
Relative energy (zero: lowest compared OMol25 entry of this formula, charge and spin) in eV: 0.410
SMILES string: C[C@H]1C=CNC1=O

---

Formula: C5H7NO
Source: the Open Molecules 2025 dataset
Level of theory: wB97M-V/def2-TZVPD

Atoms and positions in Å:
C  0.129  -1.110  0.797
H  0.899  -0.966  1.559
C  1.623  0.575  -0.560
C  -0.924  0.661  0.309
H  -0.433  1.511  0.800
H  1.543  1.517  -1.148
C  0.326  -0.164  -0.396
H  0.048  -2.172  0.551
O  2.678  0.168  -0.142
H  -1.790  1.034  -0.252
N  -1.142  -0.463  1.209
H  -0.398  0.623  -2.131
C  -0.644  -0.208  -1.435
H  -1.915  -1.006  0.839

Atomic forces in eV per Å
C 0.20 -0.25 0.11
H -0.06 -0.04 -0.11
C 0.24 -0.09 0.04
C -0.27 0.36 0.19
H -0.06 -0.09 -0.15
H 0.05 -0.09 0.09
C 0.03 -0.17 -0.13
H 0.00 0.19 0.00
O -0.43 0.16 -0.16
H 0.13 -0.07 0.01
N -0.08 -0.02 -0.10
H -0.09 -0.07 0.11
C 0.31 0.13 0.03
H 0.03 0.05 0.07

Values from the calculation:
Kohn-Sham gap in eV: 9.6
E_HOMO in eV: -8.947
Multiplicity: 1
Max |F| in eV/A: 0.5
Relative energy (zero: lowest compared OMol25 entry of this formula, charge and spin) in eV: 5.229

---

Formula: C5H7NO
Source: the Open Molecules 2025 dataset
Level of theory: wB97M-V/def2-TZVPD

Atoms and positions in Å:
C  0.398  1.435  -0.416
H  -1.004  -0.498  -1.526
C  0.965  -0.964  0.219
N  1.813  -1.846  0.513
H  2.755  -1.459  0.539
C  -0.745  0.714  0.273
H  -0.903  -1.425  1.393
H  -1.213  1.189  1.116
H  -2.419  -0.518  -0.342
C  -1.370  -0.356  -0.516
H  0.719  2.363  0.120
H  0.093  1.855  -1.418
C  -0.462  -0.858  0.549
O  1.373  0.368  -0.503

Atomic forces in eV per Å
C -0.24 -0.84 0.54
H -0.27 0.20 -0.09
C 0.79 2.03 -0.83
N -0.73 1.21 0.34
H 0.07 -0.20 -0.67
C -0.18 -0.51 0.71
H 0.70 0.70 -0.53
H -0.65 0.20 -0.20
H -0.22 -0.29 -0.20
C -0.54 -0.08 -0.38
H 0.33 -1.11 0.13
H 0.35 -1.02 0.60
C 0.39 1.23 -0.06
O 0.20 -1.50 0.66

Values from the calculation:
Kohn-Sham gap in eV: 10.8
E_HOMO in eV: -9.806
Multiplicity: 1
Max |F| in eV/A: 2.3
Relative energy (zero: lowest compared OMol25 entry of this formula, charge and spin) in eV: 2.327
SMILES string: [H]/N=C1\OC[C@H]2C[C@@H]12

---

Formula: C5H7NO
Source: the Open Molecules 2025 dataset
Level of theory: wB97M-V/def2-TZVPD

Atoms and positions in Å:
C  2.254  0.258  0.453
O  0.129  0.070  1.103
H  3.310  0.472  0.392
H  -0.861  -0.220  -2.069
H  -2.230  -0.032  0.728
C  -2.322  -0.138  -0.357
C  0.155  -0.125  -0.265
H  1.530  0.741  2.489
H  -2.905  -1.044  -0.557
H  -2.902  0.716  -0.726
N  1.503  -0.110  -0.691
C  -0.962  -0.186  -0.989
C  1.415  0.389  1.476
H  1.820  -0.927  -1.199

Atomic forces in eV per Å
C 0.00 0.07 0.19
O -0.05 0.09 -0.04
H -0.12 -0.10 0.07
H 0.00 -0.09 0.15
H -0.07 -0.03 -0.18
C -0.09 -0.01 0.05
C -0.24 0.03 -0.23
H 0.13 -0.12 -0.11
H 0.07 0.12 0.00
H 0.07 -0.14 0.02
N -0.05 -0.09 0.04
C 0.15 0.00 0.04
C 0.28 0.09 0.00
H -0.08 0.18 0.01

Values from the calculation:
Kohn-Sham gap in eV: 8.4
E_HOMO in eV: -7.336
Multiplicity: 1
Max |F| in eV/A: 0.3
Relative energy (zero: lowest compared OMol25 entry of this formula, charge and spin) in eV: 1.601
SMILES string: C/C=C1/NC=CO1

---

Formula: C5H7NO
Source: the Open Molecules 2025 dataset
Level of theory: wB97M-V/def2-TZVPD

Atoms and positions in Å:
C  1.236  -0.203  1.265
H  -0.610  2.003  0.166
H  -2.304  -0.344  0.167
H  2.038  -0.952  1.281
C  -0.608  -0.037  -1.751
H  1.706  0.752  1.022
H  1.480  -0.730  -1.659
N  -1.486  1.510  0.371
H  -0.420  -1.422  0.554
C  0.228  -0.607  0.229
O  -1.169  0.389  -2.710
C  0.536  -0.512  -1.172
C  -1.436  0.297  -0.028
H  0.808  -0.145  2.265

Atomic forces in eV per Å
C -0.05 0.26 0.02
H 0.08 -0.15 0.18
H 0.01 0.07 -0.10
H -0.13 0.00 -0.04
C 1.24 -0.05 -1.53
H -0.06 -0.02 -0.01
H -0.19 -0.22 -0.14
N -0.13 -0.41 -0.73
H 0.25 -0.22 0.03
C -1.48 0.55 -0.07
O 0.03 -0.22 1.15
C -0.24 0.36 -0.40
C 0.65 0.09 1.69
H 0.00 -0.05 -0.05

Values from the calculation:
Kohn-Sham gap (alpha / beta) in eV: 7.3 / 7.3
E_HOMO (alpha / beta) in eV: -8.426 / -8.426
Multiplicity: 1
Max |F| in eV/A: 2.0
Relative energy (zero: lowest compared OMol25 entry of this formula, charge and spin) in eV: 4.624

---

Formula: C5H7NO
Source: the Open Molecules 2025 dataset
Level of theory: wB97M-V/def2-TZVPD

Atoms and positions in Å:
C  1.994  -0.437  -0.042
C  0.676  -0.356  -0.783
H  2.710  0.028  -0.730
H  -1.798  -0.927  -0.229
H  1.982  0.169  0.869
N  -1.232  1.464  -0.612
H  -1.870  1.008  -1.272
H  2.315  -1.457  0.162
C  -0.110  0.787  -0.257
C  -1.411  -0.514  0.695
H  -1.117  1.505  1.657
H  -1.420  -1.171  1.564
O  0.413  -0.975  -1.797
C  -1.132  0.877  0.775

Atomic forces in eV per Å
C 0.09 -0.22 0.00
C 0.32 -0.03 -0.22
H 0.05 -0.12 0.14
H 0.12 0.14 0.06
H -0.07 -0.26 -0.14
N -0.09 -0.14 -0.24
H -0.16 -0.15 0.14
H -0.02 -0.01 -0.11
C -0.21 0.05 -0.14
C -0.13 0.03 0.11
H -0.14 0.05 -0.16
H 0.16 0.21 -0.08
O 0.19 0.44 0.24
C -0.13 0.00 0.41

Values from the calculation:
Kohn-Sham gap in eV: 8.3
E_HOMO in eV: -8.217
Multiplicity: 1
Max |F| in eV/A: 0.5
Relative energy (zero: lowest compared OMol25 entry of this formula, charge and spin) in eV: 4.649

---

Formula: C5H7NO
Source: the Open Molecules 2025 dataset
Level of theory: wB97M-V/def2-TZVPD

Atoms and positions in Å:
C  -0.487  0.179  0.114
N  1.789  0.571  0.465
H  0.556  2.196  0.089
C  0.050  -1.046  0.217
H  -2.017  1.669  -0.122
H  1.231  -0.873  -1.402
C  -1.906  0.581  -0.127
O  2.122  -1.559  1.403
H  -2.267  0.199  -1.086
H  1.791  -0.364  -1.304
H  -2.545  0.170  0.661
C  0.649  1.121  0.248
H  -0.412  -2.017  0.103
C  1.447  -0.826  0.740

Atomic forces in eV per Å
C -0.04 -0.35 0.08
N -0.36 0.43 0.70
H 0.02 -0.16 0.03
C -0.41 0.18 0.66
H 0.01 -0.17 -0.03
H 0.67 0.17 -0.66
C -0.05 0.02 -0.02
O -0.30 0.28 -0.54
H 0.02 0.07 0.10
H 0.02 -0.48 -0.80
H 0.03 0.09 -0.15
C 0.29 0.02 0.11
H -0.02 0.10 0.23
C 0.13 -0.21 0.29

Values from the calculation:
Kohn-Sham gap in eV: 9.3
E_HOMO in eV: -10.057
Multiplicity: 1
Max |F| in eV/A: 1.0
Relative energy (zero: lowest compared OMol25 entry of this formula, charge and spin) in eV: 2.768
SMILES string: CC1=CC(=O)N=C1.[H][H]

---

Formula: C5H7NO
Source: the Open Molecules 2025 dataset
Level of theory: wB97M-V/def2-TZVPD

Atoms and positions in Å:
N  -0.563  -0.114  1.547
H  -1.295  1.602  0.486
H  1.649  -0.628  0.443
H  3.446  -0.222  -0.688
H  -1.532  -1.992  1.547
C  -1.277  -1.054  1.049
C  -0.717  0.689  0.293
C  -1.582  -0.477  -0.300
H  -2.636  -0.272  -0.512
C  1.647  0.210  -0.253
O  2.786  0.414  -0.966
H  -1.119  -0.979  -1.154
C  0.574  0.983  -0.409
H  0.619  1.840  -1.083

Atomic forces in eV per Å
N -0.17 -0.18 -0.14
H 0.19 -0.17 -0.05
H 0.01 0.14 -0.09
H 0.13 -0.03 0.01
H -0.02 0.14 -0.06
C 0.09 -0.15 0.16
C 0.10 0.22 -0.09
C -0.08 0.00 -0.07
H 0.13 0.02 0.03
C -0.54 0.12 0.05
O 0.15 0.08 -0.05
H -0.10 0.06 0.15
C 0.11 0.02 0.08
H -0.01 -0.27 0.07

Values from the calculation:
Kohn-Sham gap in eV: 9.6
E_HOMO in eV: -8.701
Multiplicity: 1
Max |F| in eV/A: 0.6
Relative energy (zero: lowest compared OMol25 entry of this formula, charge and spin) in eV: 2.384